1.
# C19H8F6GaNOS6

C19H8F6GaNOS6 as an isolated structure in a non-equilibrium geometry (the ωB97M-V functional and the def2-TZVPD basis, the OMol25 dataset).

The geometry in ORCA input format:
```
! wB97M-V def2-TZVPD RIJCOSX def2/J DEFGRID3
* xyz -2 1
Ga -0.859 0.603 -1.213
C 0.487 -2.918 -0.016
C -0.135 -2.129 1.039
C 0.179 -2.570 2.310
C -0.252 -1.789 3.407
C -0.967 -0.606 3.161
C -1.251 0.308 4.183
C -1.908 1.488 3.895
C -2.270 1.787 2.579
C -2.167 0.925 1.528
S -2.656 1.467 0.010
C -1.400 -0.283 1.798
N -0.920 -1.100 0.746
H 1.301 -3.498 0.430
H 0.810 -2.406 -0.975
H -0.228 -3.709 -0.320
H 0.965 -3.355 2.506
H 0.159 -2.037 4.392
H -0.968 0.014 5.237
H -2.189 2.129 4.776
H -2.616 2.814 2.344
S -3.922 1.379 -7.842
C -3.098 1.057 -6.472
S -3.700 -0.128 -5.286
C -2.525 0.202 -4.026
C -1.691 1.298 -4.263
S -0.859 2.165 -3.096
S -1.732 1.981 -5.857
S -2.650 -0.646 -2.579
F 5.537 -0.465 -0.127
C 4.291 0.068 -0.073
C 3.433 -0.257 0.946
F 3.717 -1.186 1.856
C 2.206 0.368 0.934
F 1.509 0.385 2.120
C 1.715 1.193 -0.082
O 0.419 1.498 -0.130
C 2.686 1.559 -1.032
F 2.293 2.461 -1.961
C 3.954 1.062 -1.008
F 4.877 1.427 -1.918
F 0.423 -0.559 -1.921
*
```

Summary:
Frontier orbital gap in eV: 5.032
Energy in eV: -157066.78888
HOMO energy in eV: -0.590

Here are the natural (NBO) charges for atoms 1 to 2, given in e: number 1, Ga, carries 1.462; number 2, C, carries -0.660



2.
# C28H41Ge2N4RuSSeSi

C28H41Ge2N4RuSSeSi as an isolated structure in a non-equilibrium geometry (the ωB97M-V functional and the def2-TZVPD basis, the OMol25 dataset).

The geometry in ORCA input format:
```
! wB97M-V def2-TZVPD RIJCOSX def2/J DEFGRID3
* xyz 2 2
Ru -0.171 -0.161 0.528
C 5.216 1.389 -2.087
C 4.588 1.613 -0.717
N 3.251 2.191 -0.826
C 2.097 1.620 -0.520
S 2.088 -0.034 0.116
N 0.989 2.286 -0.738
N -0.142 1.653 -0.434
C -1.296 2.199 -0.693
C -1.432 3.539 -1.322
C -2.456 1.395 -0.326
C -3.770 1.792 -0.539
C -4.805 0.970 -0.128
C -4.507 -0.229 0.503
C -3.180 -0.574 0.675
N -2.181 0.206 0.255
H 6.206 0.951 -1.968
H 5.326 2.333 -2.622
H 4.608 0.716 -2.691
H 5.205 2.295 -0.130
H 4.517 0.675 -0.173
H 3.186 3.113 -1.236
H -0.454 3.976 -1.489
H -2.015 4.203 -0.681
H -1.954 3.454 -2.277
H -3.969 2.735 -1.028
H -5.835 1.260 -0.290
H -5.285 -0.893 0.850
H -2.896 -1.498 1.158
C 2.119 -3.103 2.970
Ge 0.454 -3.980 2.372
C -1.077 -3.502 3.527
C 0.581 -5.925 2.123
Ge 0.051 -2.532 0.193
C 1.460 -3.214 -1.009
C 2.455 -4.108 -0.634
C 3.396 -4.546 -1.555
C 3.354 -4.084 -2.862
C 2.369 -3.186 -3.248
C 1.427 -2.753 -2.328
C -1.644 -3.146 -0.642
C -2.299 -4.262 -0.130
C -3.439 -4.754 -0.752
C -3.936 -4.130 -1.887
C -3.300 -3.005 -2.394
C -2.164 -2.510 -1.770
H 2.382 -3.459 3.968
H 1.974 -2.023 2.999
H 2.945 -3.326 2.296
H -0.846 -3.827 4.544
H -1.979 -4.019 3.202
H -1.258 -2.426 3.525
H 0.817 -6.336 3.107
H 1.365 -6.210 1.425
H -0.364 -6.346 1.785
H 2.508 -4.477 0.383
H 4.160 -5.248 -1.250
H 4.089 -4.428 -3.578
H 2.326 -2.827 -4.268
H 0.660 -2.055 -2.646
H -1.918 -4.759 0.755
H -3.936 -5.626 -0.347
H -4.817 -4.525 -2.375
H -3.687 -2.514 -3.278
H -1.677 -1.628 -2.175
C 1.101 -1.167 5.713
Si 0.059 0.347 5.385
C 0.892 2.006 5.541
C -1.748 0.269 5.844
Se -0.192 0.193 2.826
H 1.085 -1.403 6.781
H 2.136 -0.992 5.421
H 0.725 -2.034 5.171
H 1.040 2.257 6.594
H 0.276 2.785 5.090
H 1.865 2.005 5.050
H -1.854 0.400 6.924
H -2.198 -0.685 5.571
H -2.301 1.070 5.352
*
```

Summary:
Frontier orbital gap (alpha / beta) in eV: 5.356 / 5.562
Energy in eV: -235321.13758
Energy above the lowest of the compared OMol25 structures with the same formula, charge and spin in kcal/mol: 0.0
<S²>: 0.8606
HOMO energy (alpha / beta) in eV: -13.440 / -13.417

Here are the Mulliken charges for atoms 1 to 2, given in e: number 1, Ru, carries -0.188; number 2, C, carries -1.117



3.
# C28H22BrN8O3Zr

C28H22BrN8O3Zr as an isolated structure in a non-equilibrium geometry (the ωB97M-V functional and the def2-TZVPD basis, the OMol25 dataset).

The geometry in ORCA input format:
```
! wB97M-V def2-TZVPD RIJCOSX def2/J DEFGRID3
* xyz 1 1
Zr 0.091 0.496 -0.052
O 4.195 -1.089 -0.748
C 4.423 -1.359 0.561
C 5.563 -2.101 0.857
C 5.867 -2.423 2.162
C 5.035 -2.016 3.202
C 3.901 -1.291 2.924
C 3.568 -0.946 1.605
C 2.338 -0.180 1.368
O 2.069 0.311 0.142
N 1.540 0.040 2.372
N 0.420 0.782 2.018
C -0.023 1.676 2.834
C -1.017 2.633 2.413
C -1.769 3.328 3.374
C -2.672 4.297 3.011
C -2.815 4.620 1.660
C -2.062 3.984 0.696
C -1.148 2.978 1.036
O -0.401 2.415 0.097
H 3.405 -0.538 -0.789
H 6.195 -2.414 0.036
H 6.763 -2.990 2.377
H 5.280 -2.269 4.225
H 3.238 -0.970 3.714
H 0.420 1.751 3.825
H -1.634 3.072 4.419
H -3.249 4.816 3.763
H -3.513 5.394 1.367
H -2.150 4.254 -0.349
N 1.960 0.750 -2.945
C 0.661 0.638 -3.261
N 0.343 0.541 -4.533
C -0.959 0.464 -4.808
N -1.333 0.393 -6.077
N -1.941 0.453 -3.875
C -1.545 0.520 -2.636
N -0.254 0.621 -2.241
C -2.589 0.495 -1.578
C -3.931 0.515 -1.917
C -4.876 0.496 -0.902
C -4.444 0.459 0.413
C -3.084 0.433 0.666
N -2.168 0.446 -0.304
H 2.630 0.778 -3.695
H 2.242 1.066 -2.037
H -0.641 0.376 -6.807
H -2.308 0.308 -6.301
H -4.209 0.547 -2.959
H -5.932 0.509 -1.134
H -5.147 0.449 1.233
H -2.706 0.399 1.681
Br -0.040 -6.420 0.060
C -0.111 -4.524 0.013
C -1.143 -3.861 0.654
C -1.172 -2.475 0.627
C -0.207 -1.702 -0.035
C 0.803 -2.433 -0.692
C 0.871 -3.819 -0.661
H -1.911 -4.421 1.171
H -1.986 -1.992 1.160
H 1.585 -1.926 -1.252
H 1.683 -4.341 -1.149
*
```

Summary:
Frontier orbital gap in eV: 6.941
Energy in eV: -118778.64017
Energy above the lowest of the compared OMol25 structures with the same formula, charge and spin in kcal/mol: 30.6
HOMO energy in eV: -10.699

Here are the natural (NBO) charges for atoms 1 to 2, given in e: number 1, Zr, carries 2.403; number 2, O, carries -0.666



4.
# C7H16Si2

A 2-piece molecular cluster, C7H16Si2 overall in a non-equilibrium geometry (the ωB97M-V functional and the def2-TZVPD basis, the OMol25 dataset).

The geometry in ORCA input format:
```
! wB97M-V def2-TZVPD RIJCOSX def2/J DEFGRID3
* xyz 0 1
C 1.608 0.315 -0.672
C -0.684 1.926 0.605
C 2.699 -0.095 -0.349
C -1.959 1.628 0.375
C -2.909 2.381 -0.413
C 4.259 -2.525 0.115
C -3.614 -0.838 -0.436
Si 4.320 -0.598 0.448
Si -2.235 -0.217 0.855
H -0.194 2.859 0.365
H 0.760 0.474 -1.246
H 0.151 1.328 0.711
H -3.590 1.730 -0.792
H -3.320 3.432 -0.243
H -2.303 2.551 -1.364
H 3.871 -2.795 -0.841
H 5.147 -3.034 0.403
H 3.592 -3.045 0.751
H -4.639 -0.544 -0.206
H -3.529 -0.320 -1.401
H -3.572 -1.903 -0.680
H 4.754 -0.679 1.873
H 5.194 -0.298 -0.598
H -2.726 -0.533 2.168
H -1.083 -1.197 0.573
*
```

Summary:
Frontier orbital gap in eV: 10.170
Energy in eV: -23268.48202
Energy above the lowest of the compared OMol25 structures with the same formula, charge and spin in kcal/mol: 84.7
HOMO energy in eV: -9.565
SMILES: C=C(C)[SiH2]C.C#C[SiH2]C

Here are the natural (NBO) charges for atoms 1 to 2, given in e: number 1, C, carries -0.228; number 2, C, carries -0.387



5.
# C31H24BCl7N9ORu

C31H24BCl7N9ORu as an isolated structure (the ωB97M-V functional and the def2-TZVPD basis, the OMol25 dataset).

The geometry in ORCA input format:
```
! wB97M-V def2-TZVPD RIJCOSX def2/J DEFGRID3
* xyz 1 1
Ru 0.432 0.867 0.010
C 3.678 -0.573 -0.042
C 2.495 -1.468 -0.180
C 2.492 -2.863 -0.146
C 1.166 -3.236 -0.211
N 0.417 -2.127 -0.274
N 1.231 -1.042 -0.280
B -1.093 -1.876 -0.471
N -1.649 -1.091 0.741
C -2.564 -1.418 1.669
C -2.778 -0.330 2.479
C -1.925 0.672 2.001
C -1.798 2.050 2.547
N -1.234 0.182 0.969
N -1.178 -0.963 -1.714
C -1.894 -1.216 -2.813
C -1.626 -0.233 -3.734
C -0.711 0.621 -3.124
C -0.099 1.768 -3.862
N -0.438 0.164 -1.882
N -1.884 -3.132 -0.721
C -3.238 -3.295 -0.736
C -3.519 -4.442 -1.422
C -2.259 -4.936 -1.836
C -1.964 -6.161 -2.637
N -1.292 -4.136 -1.431
H 4.366 -0.712 -0.876
H 4.217 -0.818 0.874
H 3.405 0.477 0.010
H 3.351 -3.508 -0.085
H 0.699 -4.203 -0.257
H -2.991 -2.404 1.702
H -3.463 -0.256 3.306
H -2.761 2.557 2.463
H -1.051 2.638 2.024
H -1.542 2.009 3.606
H -2.506 -2.100 -2.878
H -2.001 -0.148 -4.738
H -0.253 1.584 -4.924
H 0.972 1.858 -3.701
H -0.581 2.717 -3.629
H -3.911 -2.575 -0.303
H -4.490 -4.873 -1.600
H -2.774 -6.883 -2.549
H -1.042 -6.629 -2.297
H -1.847 -5.916 -3.693
Cl 2.328 5.153 1.724
C 2.538 3.587 2.401
C 3.471 3.381 3.443
C 3.622 2.161 4.036
Cl 4.736 1.955 5.341
C 2.857 1.047 3.597
C 2.837 -0.245 4.157
C 1.983 -1.184 3.638
C 1.205 -0.885 2.510
N 1.243 0.300 1.937
C 2.002 1.271 2.510
C 1.775 2.540 1.945
O 0.794 2.626 1.063
H 4.057 4.223 3.786
H 3.472 -0.477 5.002
H 1.913 -2.175 4.063
H 0.573 -1.640 2.062
Cl -3.051 2.147 -0.713
C -1.636 3.043 -1.114
C -0.384 2.497 -0.953
C 0.699 3.188 -1.454
Cl 2.176 2.234 -1.377
C 0.641 4.441 -2.009
Cl 2.050 5.212 -2.593
C -0.628 5.031 -2.093
Cl -0.778 6.601 -2.756
C -1.757 4.327 -1.671
Cl -3.307 5.037 -1.837
*
```

Summary:
Frontier orbital gap in eV: 7.006
Energy in eV: -138908.12572
HOMO energy in eV: -10.737

Here are the Mulliken charges for atoms 1 to 2, given in e: number 1, Ru, carries -1.627; number 2, C, carries -1.104



6.
# C53H29Cl4N8O2S2Ta

C53H29Cl4N8O2S2Ta as an isolated structure (the ωB97M-V functional and the def2-TZVPD basis, the OMol25 dataset).

The geometry in ORCA input format:
```
! wB97M-V def2-TZVPD RIJCOSX def2/J DEFGRID3
* xyz 0 1
Ta -0.322 -0.217 -0.046
Cl -0.345 -4.382 8.528
C -0.191 -3.518 7.026
C -1.096 -3.759 6.007
C -0.967 -3.067 4.813
C 0.054 -2.138 4.647
C 0.952 -1.908 5.683
C 0.835 -2.599 6.879
C 0.153 -1.393 3.357
C -0.584 -0.236 3.199
C -1.393 0.319 4.244
C -1.957 1.438 3.745
C -1.481 1.577 2.400
C -1.793 2.653 1.595
C -2.746 3.680 2.096
C -2.343 4.660 2.995
C -3.240 5.612 3.447
C -4.549 5.569 2.994
Cl -5.681 6.762 3.557
C -4.974 4.596 2.105
C -4.063 3.655 1.652
C -1.200 2.852 0.361
N -0.370 1.966 -0.297
C 0.073 2.681 -1.402
C 0.983 2.254 -2.343
C 1.200 3.093 -3.550
C 2.398 3.759 -3.777
C 2.575 4.527 -4.917
C 1.541 4.620 -5.833
Cl 1.755 5.579 -7.266
C 0.336 3.967 -5.626
C 0.172 3.206 -4.481
C 1.651 1.045 -2.246
C 2.582 0.578 -3.213
C 3.050 -0.613 -2.769
C 2.413 -0.868 -1.522
N 1.515 0.139 -1.213
C 2.708 -1.955 -0.716
C 2.152 -2.132 0.534
C 2.590 -3.134 1.444
C 1.867 -2.988 2.576
C 0.985 -1.890 2.367
N 1.139 -1.365 1.097
C 3.700 -2.958 -1.191
C 3.279 -4.251 -1.491
C 4.189 -5.199 -1.930
C 5.522 -4.847 -2.062
Cl 6.667 -6.034 -2.611
C 5.963 -3.569 -1.759
C 5.044 -2.628 -1.323
C -0.518 3.981 -1.434
C -1.310 4.084 -0.348
N -0.650 0.533 2.054
H -1.898 -4.469 6.145
H -1.676 -3.237 4.017
H 1.745 -1.183 5.557
H 1.528 -2.427 7.690
H -1.507 -0.107 5.224
H -2.627 2.123 4.231
H -1.319 4.679 3.345
H -2.936 6.379 4.143
H -6.002 4.566 1.781
H -4.387 2.879 0.975
H 3.199 3.684 -3.053
H 3.502 5.051 -5.095
H -0.459 4.058 -6.351
H -0.759 2.687 -4.297
H 2.857 1.103 -4.110
H 3.780 -1.253 -3.231
H 3.379 -3.838 1.247
H 1.940 -3.547 3.491
H 2.235 -4.505 -1.370
H 3.871 -6.204 -2.166
H 7.010 -3.322 -1.858
H 5.377 -1.629 -1.076
H -0.314 4.727 -2.181
H -1.886 4.930 -0.018
S -1.736 -2.115 0.906
C -3.061 -1.022 0.885
S -2.779 0.233 -0.271
C -4.144 -1.067 1.720
C -5.153 -0.066 1.653
N -5.949 0.763 1.602
C -4.232 -2.070 2.727
N -4.270 -2.891 3.531
C -1.362 -0.482 -5.196
N -1.014 -1.338 -4.072
C -0.733 -2.668 -4.250
C -0.376 -3.457 -3.231
C -0.241 -2.898 -1.889
O 0.103 -3.551 -0.919
N -0.532 -1.549 -1.778
C -0.909 -0.781 -2.823
O -1.144 0.411 -2.610
H -1.852 -1.086 -5.958
H -0.472 -0.008 -5.616
H -2.047 0.290 -4.852
H -0.839 -3.027 -5.265
H -0.179 -4.506 -3.371
*
```

Summary:
Frontier orbital gap in eV: 5.936
Energy in eV: -144765.62878
Energy above the lowest of the compared OMol25 structures with the same formula, charge and spin in kcal/mol: 5.5
HOMO energy in eV: -7.794

Here are the Mulliken charges for atoms 1 to 2, given in e: number 1, Ta, carries 0.930; number 2, Cl, carries -0.218